[1]
Molecular formula: C29H33N7OSe2Ti
Method: DFT, the ωB97M-V functional and the def2-TZVPD basis

The geometry in XYZ format:
```
73
Properties=species:S:1:pos:R:3
Ti 0.7480 0.8004 0.1636
N -2.0198 2.3530 2.9498
C -1.3479 1.9374 1.8323
N -0.0880 1.7648 1.8517
C 0.7170 1.9932 2.9857
N 1.9514 1.6979 2.7772
N 2.1966 1.4921 1.4589
C 3.4100 0.9829 1.1548
C 3.6830 0.7095 -0.1663
C 4.9837 0.3630 -0.6297
C 5.1371 -0.4794 -1.6967
C 3.9428 -0.8020 -2.4276
C 2.7029 -0.2320 -2.1037
N 2.5425 0.4023 -0.9051
C 0.0464 2.2442 4.2510
C 0.7580 2.5003 5.3931
C 0.1036 3.0587 6.5237
C -1.2671 2.9612 6.5215
C -2.0126 2.5848 5.3968
C -1.3854 2.2953 4.2132
H -3.0406 2.4329 2.8156
H -1.8237 1.9274 0.8368
H 4.2160 1.0395 1.8348
H 5.8608 0.8014 -0.1740
H 6.0942 -0.9147 -1.9597
H 3.9554 -1.4909 -3.2957
H 1.7644 -0.3222 -2.6430
H 1.8490 2.4254 5.2754
H 0.6892 3.4368 7.3437
H -1.8000 3.3087 7.3813
H -3.1448 2.5029 5.4474
Se -0.2745 -1.4725 0.2843
C -0.8173 -1.4117 2.0740
C 0.1951 -1.5063 3.0643
C -0.1974 -1.2993 4.3977
C -1.5183 -1.3019 4.8096
C -2.5208 -1.2178 3.8034
C -2.1070 -1.2314 2.3979
H 1.1857 -1.7246 2.7382
H 0.4975 -1.2223 5.2064
H -1.8912 -1.4539 5.8357
H -3.6028 -1.1505 4.0571
H -2.9335 -1.1647 1.6243
C -1.1104 -3.2673 -6.7130
N -1.0012 -4.2088 -5.6368
C -0.7668 -5.5676 -5.7423
C -0.7961 -6.0725 -4.4368
N -1.1166 -5.0083 -3.5779
C -1.3431 -5.0774 -2.1192
C -1.2867 -3.8638 -4.3392
Se -1.5784 -2.1458 -3.6671
H -0.6261 -3.5537 -7.6290
H -0.5817 -2.3436 -6.3403
H -2.1808 -2.9945 -6.9554
H -0.7112 -5.9403 -6.7581
H -0.3983 -6.9858 -4.0437
H -0.4109 -4.7670 -1.6628
H -1.5598 -6.1136 -1.8210
H -2.2181 -4.4111 -1.8282
C -0.5506 2.3107 -3.2798
C -0.4329 2.8888 -1.8980
C 0.6487 3.9439 -1.5961
C -1.7666 3.5535 -1.5744
O -0.2290 1.7257 -1.0061
H -0.4667 3.1001 -4.0345
H -1.5427 1.8148 -3.4206
H 0.2097 1.5461 -3.4584
H 0.5556 4.8099 -2.2561
H 1.6888 3.5537 -1.7373
H 0.5293 4.3245 -0.5668
H -1.8344 4.4288 -2.2299
H -1.9308 3.8648 -0.5427
H -2.6302 2.8380 -1.8283
```

Values from the calculation:
Orbital gap (spin up / spin down): 6.1 / 6.6 eV
Spin multiplicity: 3

From a Mulliken analysis of the wavefunction, the atomic charges in e read:
1 Ti 0.112
2 N 0.131
3 C -0.665
4 N 0.479
5 C -0.658
6 N -0.947
7 N 0.619
8 C -0.319
9 C 0.395
10 C -0.843
11 C -0.293
12 C -0.815
13 C -0.277
14 N 0.090
15 C 0.737
16 C 0.007
17 C -0.925
18 C -0.436
19 C -0.733
20 C 0.306
21 H 0.340
22 H 0.571
23 H 0.413
24 H 0.390
25 H 0.416
26 H 0.339
27 H 0.471
28 H 0.477
29 H 0.431
30 H 0.401
31 H 0.254
32 Se -0.262
33 C 0.174
34 C -0.508
35 C -0.523
36 C -0.650
37 C -0.414
38 C -0.252
39 H 0.524
40 H 0.438
41 H 0.374
42 H 0.368
43 H 0.351
44 C -0.852
45 N 0.200
46 C -0.321
47 C -0.498
48 N 0.268
49 C -0.899
50 C -0.279
51 Se -0.301
52 H 0.332
53 H 0.294
54 H 0.274
55 H 0.397
56 H 0.393
57 H 0.317
58 H 0.346
59 H 0.311
60 C -1.396
61 C 1.763
62 C -1.588
63 C -1.713
64 O -0.240
65 H 0.378
66 H 0.338
67 H 0.209
68 H 0.482
69 H 0.245
70 H 0.306
71 H 0.466
72 H 0.368
73 H 0.312

---

[2]
Molecular formula: C4H8O2
Method: DFT, the ωB97M-V functional and the def2-TZVPD basis

The geometry in XYZ format:
```
14
Properties=species:S:1:pos:R:3
C -1.2290 -1.3795 1.0259
C -0.6940 -0.2013 0.2509
O 0.1762 0.6678 0.9667
C 0.7541 -0.1696 -0.0044
C 1.5181 0.3597 -1.1811
O 2.0190 1.4513 -1.2762
H -0.4078 -1.8352 1.5881
H -1.6427 -2.1335 0.3477
H -2.0055 -1.0854 1.7375
H -1.3878 0.3156 -0.4169
H 1.3016 -1.0263 0.4013
H 1.6910 -0.4189 -1.9545
H -0.4004 2.7854 -0.8405
H 0.3073 2.6698 -0.6446
```

Values from the calculation:
Orbital gap: 10.8 eV

From a Mulliken analysis of the wavefunction, the atomic charges in e read:
1 C -1.232
2 C 0.501
3 O -0.392
4 C -0.103
5 C -0.203
6 O -0.447
7 H 0.332
8 H 0.319
9 H 0.303
10 H 0.362
11 H 0.265
12 H 0.308
13 H 0.108
14 H -0.121